1.
{"formula": "C6H6IO4", "method": "wB97M-V/def2-TZVPD", "elements": ["C", "C", "C", "C", "C", "C", "O", "O", "O", "O", "I", "H", "H", "H", "H", "H", "H"], "xyz": [[2.3265, -0.8343, -0.9691], [1.4289, 0.5373, 1.1201], [1.4411, -0.8599, -0.0831], [-0.7002, -0.1570, 0.0390], [-0.8700, 0.8097, -1.1335], [-2.0722, -0.6474, 0.5309], [2.0379, 1.5179, 1.0498], [1.6986, -0.5897, 1.4903], [-0.0798, 0.6132, 1.1079], [0.1768, -1.2012, -0.2509], [4.1917, -0.1652, -0.6699], [0.0207, 1.5250, -1.1402], [-1.7367, 1.4985, -0.8975], [-0.8467, 0.3313, -2.1355], [-2.8941, 0.0313, 0.5343], [-1.8238, -0.9270, 1.5256], [-2.2988, -1.4828, -0.1184]], "atomic_forces_ev_per_a": [[1.81, 0.10, -3.19], [-5.00, 3.09, 0.86], [-0.56, -1.58, 1.29], [-0.11, 2.87, 0.78], [1.21, 1.83, -0.31], [1.94, -0.88, -0.58], [2.04, 3.95, -0.18], [1.94, -5.83, 0.58], [-0.60, 0.28, -0.92], [-2.24, -1.64, 0.54], [1.31, 0.08, 0.25], [-0.94, -1.06, -0.01], [0.70, -1.01, -0.69], [-0.62, 0.19, 0.66], [-0.15, 0.88, -0.20], [-0.40, -0.81, 0.97], [-0.34, -0.48, 0.15]], "total_charge": -1, "e_tot_ha": -830.78847, "gap_ha": 0.243, "de_lowest_ev": 4.580, "molar_mass_da": 269.0}

2.
{"formula": "C6H11NO", "method": "wB97M-V/def2-TZVPD", "elements": ["C", "C", "C", "C", "C", "C", "H", "H", "H", "H", "H", "H", "H", "H", "H", "H", "H", "N", "O"], "xyz": [[-2.4726, -0.3020, 0.5120], [-1.4395, -0.4328, -0.5850], [0.5749, 0.7137, -0.6004], [0.8894, 1.7436, 0.4160], [0.6765, -0.7358, -0.1861], [2.0171, -1.3264, 0.0497], [-2.8936, -1.3201, 0.6297], [-3.2529, 0.3931, 0.1832], [-2.0295, -0.0189, 1.4509], [-1.8475, -0.8445, -1.5814], [1.1736, 0.9176, -1.6235], [0.7482, 2.7122, 0.0104], [0.1407, 1.6452, 1.2391], [1.8931, 1.7085, 0.7756], [2.6518, -1.3433, -0.8859], [2.5464, -0.7031, 0.7805], [1.9116, -2.3323, 0.3547], [-0.4507, -1.2944, -0.1028], [-0.8369, 0.8198, -0.8367]], "atomic_forces_ev_per_a": [[-1.25, -0.86, -1.17], [-1.13, 0.36, -0.57], [-0.31, -0.06, -2.84], [-0.64, -0.15, 1.32], [0.62, 0.82, -0.27], [0.60, 0.73, -0.80], [-0.09, 0.61, 0.10], [0.05, -0.11, 0.37], [0.27, 0.32, 0.23], [0.26, 0.45, 1.49], [-1.15, -0.49, 2.05], [-0.20, 0.98, -0.53], [0.81, -0.02, -0.37], [0.78, -0.20, 0.44], [-0.83, 0.26, 0.81], [0.06, -0.37, -0.02], [0.05, -1.03, 0.65], [1.64, -1.86, -0.29], [0.46, 0.61, -0.60]], "total_charge": 0, "e_tot_ha": -365.18952, "smiles": "CC1=N[C@@H](C)O[C@H]1C", "gap_ha": 0.383, "de_lowest_ev": 1.141, "molar_mass_da": 113.2}

3.
{"formula": "C26H19N6OPtS", "method": "wB97M-V/def2-TZVPD", "elements": ["Pt", "N", "C", "S", "N", "N", "C", "C", "C", "C", "C", "C", "C", "O", "H", "H", "H", "H", "H", "H", "H", "C", "C", "N", "C", "C", "C", "C", "C", "C", "C", "N", "C", "C", "C", "C", "C", "C", "C", "C", "N", "C", "H", "H", "H", "H", "H", "H", "H", "H", "H", "H", "H", "H"], "xyz": [[-0.4654, 0.2954, 0.6226], [-3.4254, 3.0582, 2.1547], [-2.7177, 2.0176, 1.6670], [-0.9998, 2.0223, 2.0737], [-3.3370, 1.1233, 0.9659], [-2.5184, 0.1294, 0.4453], [-3.0777, -0.6341, -0.4345], [-2.4235, -1.5767, -1.3201], [-3.1006, -2.0160, -2.4611], [-2.4792, -2.8747, -3.3463], [-1.1829, -3.3147, -3.0811], [-0.5018, -2.9146, -1.9419], [-1.1202, -2.0525, -1.0431], [-0.5916, -1.7167, 0.1284], [-2.9941, 3.7206, 2.7729], [-4.4297, 3.0232, 2.1080], [-4.1413, -0.4592, -0.5785], [-4.1099, -1.6689, -2.6499], [-2.9953, -3.2091, -4.2351], [-0.6991, -3.9920, -3.7731], [0.4933, -3.2769, -1.7201], [-0.0777, -2.2173, 4.1127], [-0.5684, -1.2405, 3.2374], [0.1785, -0.7497, 2.2754], [1.4607, -1.1941, 2.0839], [2.0122, -2.1850, 2.9071], [1.1952, -2.6907, 3.9417], [3.3278, -2.6337, 2.6349], [4.0134, -2.0964, 1.5830], [3.4601, -1.0901, 0.7614], [2.1944, -0.6138, 1.0097], [1.4823, 0.3264, 0.3003], [1.8859, 1.3839, -0.4797], [3.1602, 1.8835, -0.6322], [3.4057, 2.9553, -1.5122], [2.4040, 3.5365, -2.2365], [1.0774, 3.0709, -2.0836], [-0.0276, 3.6311, -2.7640], [-1.2856, 3.1508, -2.5420], [-1.4720, 2.1105, -1.6206], [-0.4632, 1.5599, -0.9825], [0.8257, 2.0102, -1.1997], [-0.7203, -2.5907, 4.8962], [-1.5742, -0.8509, 3.3188], [1.5867, -3.4613, 4.5940], [3.7641, -3.4065, 3.2530], [5.0117, -2.4490, 1.3604], [4.0317, -0.7138, -0.0744], [3.9788, 1.4573, -0.0712], [4.4187, 3.3223, -1.6098], [2.6031, 4.3562, -2.9131], [0.1374, 4.4488, -3.4544], [-2.1486, 3.5614, -3.0450], [-2.4608, 1.7344, -1.4025]], "atomic_forces_ev_per_a": [[-0.64, -0.78, 0.85], [0.03, 0.00, 0.04], [-0.04, -0.10, 0.04], [0.27, 0.51, -0.43], [0.00, -0.14, 0.20], [-0.04, 0.42, 0.07], [0.08, -0.10, -0.19], [0.01, 0.00, 0.23], [0.01, -0.01, -0.07], [-0.04, 0.02, 0.01], [0.05, 0.03, 0.08], [0.00, -0.09, -0.08], [-0.61, 0.38, 0.37], [1.02, -0.08, -1.15], [0.00, 0.00, 0.00], [0.00, -0.01, -0.02], [0.00, 0.00, 0.01], [0.00, -0.01, -0.01], [0.00, 0.00, 0.00], [0.00, 0.00, 0.00], [0.00, 0.00, 0.00], [0.05, 0.00, 0.05], [0.02, 0.07, 0.01], [-0.38, -0.35, -0.21], [0.02, 0.14, 0.03], [0.04, 0.02, -0.02], [-0.06, 0.01, 0.03], [-0.03, 0.02, -0.01], [0.00, 0.00, 0.02], [0.02, 0.08, 0.05], [0.11, -0.03, 0.11], [-0.14, 0.23, 0.33], [0.02, -0.09, -0.16], [0.03, -0.07, -0.04], [0.00, 0.00, 0.01], [-0.03, -0.01, 0.00], [0.03, 0.02, -0.03], [-0.01, 0.00, 0.00], [0.00, -0.01, -0.01], [-0.05, -0.08, -0.05], [0.27, -0.01, -0.05], [-0.04, 0.04, -0.04], [0.01, 0.00, 0.00], [-0.02, -0.04, -0.02], [0.00, 0.00, 0.00], [0.00, 0.01, 0.00], [0.00, 0.00, 0.00], [0.00, -0.01, 0.00], [0.00, 0.01, 0.00], [0.00, -0.01, 0.01], [0.00, 0.00, 0.00], [0.01, 0.00, 0.00], [0.00, 0.00, 0.00], [0.01, 0.02, 0.03]], "total_charge": 1, "e_tot_ha": -1923.30642, "gap_ha": 0.237, "de_lowest_ev": 0.000, "molar_mass_da": 658.6}